{
  "formula": "C5H7NO",
  "method": "ωB97M-V with the def2-TZVPD basis set",
  "e_lumo_ev": [-1.14, -1.14],
  "de_lowest_ev": 4.581,
  "homo_energy_ha": [-0.3248, -0.3248],
  "e_tot_ev": -8831.622,
  "gap_ev": [7.6973, 7.7031],
  "molar_mass_g_mol": 97.1,
  "elements": ["O", "C", "C", "C", "C", "C", "N", "H", "H", "H", "H", "H", "H", "H"],
  "xyz": [[-1.18602, -0.90502, -1.11085], [-1.01740, 0.20698, -0.47963], [0.13075, 1.09085, -0.94341], [1.36326, 0.54673, -0.26915], [1.21399, -0.49215, 0.54394], [-0.09789, -1.12334, 0.78149], [-1.70051, 0.64826, 0.56874], [-0.03308, 2.13453, -0.65798], [0.22751, 1.02197, -2.03215], [2.33566, 0.99927, -0.44434], [2.03675, -0.96043, 1.08527], [-0.55644, -0.95102, 1.74895], [-0.25234, -2.11470, 0.37164], [-2.48507, 0.00066, 0.70154]],
  "forces_ev_per_a": [[0.0, 0.2, 0.1], [0.1, 0.2, -0.1], [0.0, 0.0, -0.1], [0.0, -0.2, 0.2], [-0.1, 0.3, -0.2], [0.2, -0.2, 0.3], [0.0, -0.3, -0.2], [0.0, -0.2, 0.0], [0.0, 0.0, 0.1], [-0.1, -0.1, 0.0], [-0.1, 0.0, -0.1], [0.0, 0.0, -0.1], [0.0, 0.1, 0.0], [0.0, 0.1, 0.1]],
  "nbo_charge": [-0.687, 0.551, -0.521, -0.102, -0.325, 0.057, -0.734, 0.242, 0.242, 0.218, 0.254, 0.230, 0.241, 0.335]
}